C27H68N2O12PS8 | the ωB97M-V functional and the def2-TZVPD basis

* multiplicity: 1
* E_HOMO: -4.731 eV
* E_LUMO: 1.8 eV
* Kohn-Sham gap: 6.5 eV
* charge: -1
* DFT total energy: -152620.775 eV

Each atom is followed by the atoms it is bonded to, with distances in Å.
Geometry (Å):
1 C -0.90429 -0.29877 4.15548  C2 1.524, H23 1.090, H24 1.087, H25 1.092
2 C -0.70063 0.85695 3.18394  C1 1.524, O3 1.446, H26 1.091, H27 1.088
3 O -1.45008 0.59216 1.97568  C2 1.446, P4 1.584
4 P -1.68562 1.73045 0.89944  O3 1.584, O5 1.477, C6 1.782, O20 1.624
5 O -1.44435 3.11608 1.35079  P4 1.477
6 C -0.84243 1.23370 -0.59012  P4 1.782, C7 1.534, H28 1.093, H29 1.090
7 C -0.93366 -0.26748 -0.89046  C6 1.534, C8 1.537, H30 1.094, H31 1.087
8 C 0.39549 -1.01356 -0.69013  C7 1.537, C9 1.539, N13 1.472, C17 1.580
9 C 0.16516 -2.51892 -0.90996  C8 1.539, C10 1.535, H32 1.101, H33 1.091
10 C -0.86168 -3.20034 0.00491  C9 1.535, C11 1.530, H34 1.089, H35 1.091
11 C -2.01023 -3.94013 -0.68418  C10 1.530, S12 1.826, H36 1.091, H37 1.090
12 S -2.79523 -3.05995 -2.07841  C11 1.826, H38 1.335
13 N 1.29590 -0.47361 -1.72236  C8 1.472, C14 1.458, H39 1.012
14 C 2.72651 -0.61937 -1.48323  N13 1.458, C15 1.518, H40 1.093, H41 1.092
15 C 3.36555 0.67138 -1.00364  C14 1.518, N16 1.265, H42 1.093
16 N 3.22608 1.80521 -1.54593  C15 1.265, H43 1.026
17 C 1.03910 -0.76541 0.73164  C8 1.580, O18 1.245, O19 1.245
18 O 1.43766 0.39632 0.93732  C17 1.245
19 O 1.12865 -1.76135 1.47349  C17 1.245
20 O -3.24545 1.50491 0.50796  P4 1.624, C21 1.435
21 C -4.16505 0.75717 1.31676  O20 1.435, C22 1.516, H44 1.091, H45 1.093
22 C -4.13792 -0.73185 1.03572  C21 1.516, H46 1.092, H47 1.088, H48 1.091
23 H -1.75044 -0.90958 3.83985  C1 1.090
24 H -0.01752 -0.92643 4.19911  C1 1.087
25 H -1.11448 0.10481 5.14787  C1 1.092
26 H -1.03386 1.80662 3.60566  C2 1.091
27 H 0.34379 0.94742 2.89126  C2 1.088
28 H -1.35011 1.80322 -1.37315  C6 1.093
29 H 0.19474 1.56192 -0.52567  C6 1.090
30 H -1.18883 -0.38996 -1.94731  C7 1.094
31 H -1.72319 -0.73031 -0.30448  C7 1.087
32 H -0.10960 -2.66749 -1.96561  C9 1.101
33 H 1.13048 -3.00727 -0.76927  C9 1.091
34 H -1.26365 -2.48264 0.71841  C10 1.089
35 H -0.34581 -3.94174 0.61717  C10 1.091
36 H -1.68780 -4.91725 -1.04606  C11 1.091
37 H -2.79966 -4.12406 0.04430  C11 1.090
38 H -4.04397 -3.07422 -1.60532  S12 1.335
39 H 1.04153 -0.88570 -2.61068  N13 1.012
40 H 2.98426 -1.45562 -0.82866  C14 1.093
41 H 3.20291 -0.83400 -2.44237  C14 1.092
42 H 4.01743 0.61059 -0.12882  C15 1.093
43 H 2.54385 1.74596 -2.30971  N16 1.026
44 H -5.15283 1.15193 1.07354  C21 1.091
45 H -3.97640 0.95926 2.37387  C21 1.093
46 H -5.01899 -1.20296 1.47669  C22 1.092
47 H -3.24794 -1.19039 1.46222  C22 1.088
48 H -4.15513 -0.90379 -0.04128  C22 1.091
49 C 7.12639 -3.63950 -0.93722  S50 1.792, H53 1.089, H54 1.089, H55 1.087
50 S 6.02530 -2.22613 -0.89048  C49 1.792, O51 1.495, C52 1.795
51 O 5.17776 -2.32077 -2.11794  S50 1.495
52 C 7.28873 -1.00012 -1.24286  S50 1.795, H56 1.091, H57 1.090, H58 1.089
53 H 6.51653 -4.52724 -0.77661  C49 1.089
54 H 7.61042 -3.69223 -1.91095  C49 1.089
55 H 7.84689 -3.54501 -0.12846  C49 1.087
56 H 7.77229 -1.24913 -2.18822  C52 1.091
57 H 8.01092 -0.99359 -0.42659  C52 1.090
58 H 6.79279 -0.03286 -1.31047  C52 1.089
59 C -0.31807 5.13822 -4.66977  S60 1.802, H63 1.088, H64 1.090, H65 1.090
60 S -0.25254 3.92823 -3.33625  C59 1.802, O61 1.482, C62 1.798
61 O 0.74146 2.90558 -3.73795  S60 1.482
62 C -1.87511 3.22126 -3.65288  S60 1.798, H66 1.090, H67 1.091, H68 1.087
63 H 0.63728 5.65888 -4.67414  C59 1.088
64 H -0.46628 4.62401 -5.61954  C59 1.090
65 H -1.12464 5.84716 -4.48034  C59 1.090
66 H -1.92709 2.83530 -4.67125  C62 1.090
67 H -2.63884 3.98197 -3.48493  C62 1.091
68 H -2.00599 2.40908 -2.94288  C62 1.087
69 C 6.62756 -1.98134 -5.29767  S70 1.789, H73 1.090, H74 1.091, H75 1.090
70 S 6.78845 -3.75500 -5.12796  C69 1.789, O71 1.488, C72 1.799
71 O 7.80796 -3.99412 -4.07106  S70 1.488
72 C 7.63508 -4.06577 -6.68443  S70 1.799, H76 1.090, H77 1.090, H78 1.088
73 H 6.15802 -1.63105 -4.37791  C69 1.090
74 H 7.61689 -1.53957 -5.42188  C69 1.091
75 H 5.98813 -1.75567 -6.15128  C69 1.090
76 H 8.55880 -3.48780 -6.71550  C72 1.090
77 H 6.97983 -3.79485 -7.51271  C72 1.090
78 H 7.85991 -5.12936 -6.72468  C72 1.088
79 C 0.06077 4.70461 6.30306  S80 1.797, H83 1.088, H84 1.090, H85 1.090
80 S -0.58594 3.47976 7.44851  C79 1.797, O81 1.482, C82 1.798
81 O 0.06044 2.19194 7.09998  S80 1.482
82 C -2.24019 3.43425 6.74453  S80 1.798, H86 1.090, H87 1.090, H88 1.088
83 H 1.11584 4.83730 6.53263  C79 1.088
84 H -0.05337 4.33819 5.28260  C79 1.090
85 H -0.47018 5.64688 6.44070  C79 1.090
86 H -2.17183 3.16711 5.68961  C82 1.090
87 H -2.71531 4.40755 6.86910  C82 1.090
88 H -2.80242 2.67555 7.28508  C82 1.088
89 C 6.43560 -5.64276 3.21739  S90 1.798, H93 1.088, H94 1.090, H95 1.090
90 S 6.10191 -3.89991 2.92900  C89 1.798, O91 1.487, C92 1.795
91 O 7.24932 -3.38481 2.13480  S90 1.487
92 C 6.39272 -3.36990 4.61938  S90 1.795, H96 1.090, H97 1.090, H98 1.088
93 H 6.35101 -6.15098 2.25911  C89 1.088
94 H 7.44440 -5.75819 3.61405  C89 1.090
95 H 5.69520 -6.04082 3.91123  C89 1.090
96 H 7.40563 -3.64488 4.91356  C92 1.090
97 H 5.65443 -3.83095 5.27526  C92 1.090
98 H 6.27486 -2.28879 4.63987  C92 1.088
99 C -4.70592 1.71931 -1.92411  S100 1.792, H103 1.090, H104 1.091, H105 1.091
100 S -6.14128 1.19649 -0.98655  C99 1.792, O101 1.488, C102 1.792
101 O -5.90239 -0.20172 -0.53811  S100 1.488
102 C -7.27597 1.10792 -2.37134  S100 1.792, H106 1.090, H107 1.089, H108 1.087
103 H -3.87544 1.80538 -1.22316  C99 1.090
104 H -4.47785 0.97305 -2.68658  C99 1.091
105 H -4.91779 2.68775 -2.37916  C99 1.091
106 H -6.88013 0.40258 -3.10267  C102 1.090
107 H -7.39722 2.10112 -2.80160  C102 1.089
108 H -8.23371 0.76919 -1.98529  C102 1.087
109 C -10.57887 4.08025 1.30903  S110 1.797, H113 1.088, H114 1.090, H115 1.090
110 S -9.09014 3.90305 0.31806  C109 1.797, O111 1.488, C112 1.794
111 O -9.37692 2.84928 -0.69245  S110 1.488
112 C -8.09410 3.14395 1.60222  S110 1.794, H116 1.090, H117 1.090, H118 1.088
113 H -11.35054 4.50257 0.66892  C109 1.088
114 H -10.88801 3.09908 1.66874  C109 1.090
115 H -10.37959 4.75442 2.14189  C109 1.090
116 H -8.58218 2.23034 1.94168  C112 1.090
117 H -7.96888 3.84958 2.42370  C112 1.090
118 H -7.12699 2.90477 1.16591  C112 1.088

C27H68NO12PSi | the ωB97M-V functional and the def2-TZVPD basis

* SMILES string: CCC[SiH2][PH2]=N.COCCOCCOC.COCCOCCOC.COCCOCCOC.COCCOCCOC
* multiplicity: 1
* E_HOMO: -8.402 eV
* E_LUMO: 0.6 eV
* Kohn-Sham gap: 9.0 eV
* DFT total energy: -72320.494 eV

Each atom is followed by the atoms it is bonded to, with distances in Å.
Geometry (Å):
1 C -3.69499 3.48418 4.21498  C2 1.524, H7 1.091, H8 1.088, H9 1.090
2 C -2.78073 2.84860 3.17413  C1 1.524, C3 1.543, H10 1.090, H11 1.093
3 C -1.79796 1.82221 3.77610  C2 1.543, Si4 1.870, H12 1.092, H13 1.093
4 Si -0.02209 2.39641 3.89332  C3 1.870, P5 2.268, H14 1.484, H15 1.477
5 P 0.19332 3.49116 5.86836  Si4 2.268, N6 1.572, H16 1.415, H17 1.416
6 N 0.43512 2.50441 7.06847  P5 1.572, H18 1.011
7 H -3.16403 4.21976 4.82071  C1 1.091
8 H -4.53339 3.99724 3.74762  C1 1.088
9 H -4.10023 2.72943 4.88899  C1 1.090
10 H -3.39109 2.36049 2.41406  C2 1.090
11 H -2.23938 3.64033 2.65018  C2 1.093
12 H -1.80662 0.89789 3.19456  C3 1.092
13 H -2.11730 1.54691 4.78504  C3 1.093
14 H 0.31743 3.29843 2.76458  Si4 1.484
15 H 0.93020 1.26911 3.95127  Si4 1.477
16 H 1.17945 4.48684 5.66944  P5 1.415
17 H -0.95436 4.31956 5.90195  P5 1.416
18 H -0.23452 2.59069 7.82112  N6 1.011
19 C 3.04214 0.50642 1.20925  O20 1.409, H28 1.096, H29 1.088, H30 1.097
20 O 2.08160 -0.43007 0.77845  C19 1.409, C21 1.411
21 C 0.87834 0.18664 0.37379  O20 1.411, C22 1.511, H31 1.098, H32 1.102
22 C 0.03617 -0.75116 -0.45976  C21 1.511, O23 1.419, H33 1.092, H34 1.092
23 O 0.49310 -0.90128 -1.79462  C22 1.419, C24 1.418
24 C 1.55628 -1.81419 -2.01449  O23 1.418, C25 1.512, H35 1.093, H36 1.092
25 C 1.12672 -3.26341 -2.02265  C24 1.512, O26 1.411, H37 1.100, H38 1.099
26 O 0.92733 -3.73041 -0.70651  C25 1.411, C27 1.410
27 C 0.21946 -4.94883 -0.67083  O26 1.410, H39 1.096, H40 1.087, H41 1.096
28 H 2.69610 1.06331 2.08812  C19 1.096
29 H 3.94024 -0.04698 1.47579  C19 1.088
30 H 3.28071 1.22711 0.41788  C19 1.097
31 H 1.09360 1.09954 -0.19707  C21 1.098
32 H 0.28855 0.47517 1.25893  C21 1.102
33 H -0.95277 -0.29520 -0.54521  C22 1.092
34 H -0.06786 -1.71819 0.03709  C22 1.092
35 H 2.36121 -1.66471 -1.29029  C24 1.093
36 H 1.93284 -1.57760 -3.01216  C24 1.092
37 H 1.90670 -3.85813 -2.52101  C25 1.100
38 H 0.20176 -3.36315 -2.60690  C25 1.099
39 H -0.77059 -4.84754 -1.12997  C27 1.096
40 H 0.09973 -5.22849 0.37308  C27 1.087
41 H 0.76489 -5.74808 -1.18607  C27 1.096
42 C 0.89426 7.77156 -0.60784  O43 1.408, H51 1.097, H52 1.088, H53 1.096
43 O 1.05114 6.60556 -1.38214  C42 1.408, C44 1.416
44 C 0.96175 6.85063 -2.77411  O43 1.416, C45 1.510, H54 1.097, H55 1.100
45 C 1.63518 5.73882 -3.54206  C44 1.510, O46 1.417, H56 1.092, H57 1.092
46 O 3.05010 5.78922 -3.48068  C45 1.417, C47 1.417
47 C 3.63307 5.18097 -2.34109  O46 1.417, C48 1.511, H58 1.093, H59 1.092
48 C 3.78857 3.68156 -2.44899  C47 1.511, O49 1.413, H60 1.100, H61 1.098
49 O 2.55062 3.03036 -2.24951  C48 1.413, C50 1.409
50 C 2.59854 1.66468 -2.59241  O49 1.409, H62 1.096, H63 1.087, H64 1.098
51 H -0.08610 8.23574 -0.76941  C42 1.097
52 H 0.97797 7.48183 0.43794  C42 1.088
53 H 1.67035 8.50945 -0.83907  C42 1.096
54 H 1.43345 7.81000 -3.02050  C44 1.097
55 H -0.09276 6.89686 -3.08266  C44 1.100
56 H 1.37630 5.86584 -4.59562  C45 1.092
57 H 1.26140 4.76850 -3.20861  C45 1.092
58 H 3.08073 5.43756 -1.43357  C47 1.093
59 H 4.63717 5.60399 -2.26812  C47 1.092
60 H 4.51141 3.35379 -1.68669  C48 1.100
61 H 4.19748 3.42445 -3.43502  C48 1.098
62 H 2.88915 1.52030 -3.63964  C50 1.096
63 H 1.60998 1.23990 -2.43643  C50 1.087
64 H 3.31695 1.12604 -1.95976  C50 1.098
65 C -0.33194 -10.35978 4.83193  O66 1.407, H74 1.097, H75 1.088, H76 1.096
66 O 0.50817 -10.08859 3.73625  C65 1.407, C67 1.412
67 C -0.15922 -10.21587 2.49867  O66 1.412, C68 1.512, H77 1.098, H78 1.100
68 C 0.60791 -9.51845 1.39879  C67 1.512, O69 1.418, H79 1.092, H80 1.092
69 O 0.47268 -8.10653 1.41502  C68 1.418, C70 1.420
70 C 1.27241 -7.40561 2.35558  O69 1.420, C71 1.512, H81 1.092, H82 1.092
71 C 2.73238 -7.30089 1.97775  C70 1.512, O72 1.413, H83 1.100, H84 1.099
72 O 3.41838 -8.50364 2.25714  C71 1.413, C73 1.407
73 C 4.67495 -8.55893 1.62660  O72 1.407, H85 1.097, H86 1.088, H87 1.097
74 H -0.70896 -11.38955 4.80782  C65 1.097
75 H 0.25771 -10.22254 5.73591  C65 1.088
76 H -1.18996 -9.67777 4.85471  C65 1.096
77 H -1.16702 -9.78415 2.56430  C67 1.098
78 H -0.26252 -11.27865 2.23402  C67 1.100
79 H 0.17280 -9.83732 0.44925  C68 1.092
80 H 1.65772 -9.81828 1.42107  C68 1.092
81 H 1.16528 -7.83051 3.35621  C70 1.092
82 H 0.87376 -6.38916 2.36448  C70 1.092
83 H 3.18090 -6.47355 2.54639  C71 1.100
84 H 2.81165 -7.05645 0.90927  C71 1.099
85 H 4.57716 -8.49268 0.53638  C73 1.097
86 H 5.12971 -9.51223 1.88758  C73 1.088
87 H 5.33212 -7.74810 1.96381  C73 1.097
88 C -5.36498 3.72484 -6.16386  O89 1.407, H97 1.097, H98 1.088, H99 1.096
89 O -4.72616 3.90473 -4.92317  C88 1.407, C90 1.413
90 C -5.64151 3.99958 -3.85104  O89 1.413, C91 1.511, H100 1.098, H101 1.100
91 C -4.94489 3.74711 -2.53406  C90 1.511, O92 1.418, H102 1.092, H103 1.092
92 O -4.66339 2.37699 -2.30364  C91 1.418, C93 1.419
93 C -3.46366 1.88471 -2.88046  O92 1.419, C94 1.511, H104 1.093, H105 1.092
94 C -2.23262 2.18427 -2.05725  C93 1.511, O95 1.410, H106 1.101, H107 1.100
95 O -1.84155 3.52959 -2.21655  C94 1.410, C96 1.411
96 C -0.90775 3.93674 -1.24088  O95 1.411, H108 1.098, H109 1.087, H110 1.097
97 H -6.01632 4.57229 -6.41036  C88 1.097
98 H -4.58862 3.64652 -6.92217  C88 1.088
99 H -5.96925 2.81045 -6.17191  C88 1.096
100 H -6.44999 3.26763 -3.97805  C90 1.098
101 H -6.09158 5.00306 -3.82657  C90 1.100
102 H -5.63109 4.04596 -1.73840  C91 1.092
103 H -4.03958 4.35426 -2.46344  C91 1.092
104 H -3.33359 2.25849 -3.89883  C93 1.093
105 H -3.58230 0.79994 -2.91748  C93 1.092
106 H -1.42065 1.51133 -2.37382  C94 1.101
107 H -2.45002 1.97953 -0.99885  C94 1.100
108 H -1.32533 3.84430 -0.23004  C96 1.098
109 H -0.65995 4.97655 -1.43604  C96 1.087
110 H 0.01695 3.34833 -1.29582  C96 1.097